# C24H40O24

8 unconnected molecules or ions with the total composition C24H40O24 at a distorted geometry (ωB97M-V/def2-TZVPD, the Open Molecules 2025 dataset).

Positions of all 88 atoms, in Å:
C1 2.72 1.27 1.03
C2 2.91 2.47 1.99
O1 2.39 1.91 3.12
C3 1.61 0.87 2.92
O2 0.95 0.27 3.73
O3 1.64 0.64 1.60
H1 3.48 0.53 1.28
H2 2.68 1.59 -0.01
H3 2.30 3.32 1.69
H4 3.95 2.78 2.07
C4 4.80 -8.02 0.90
C5 3.80 -7.42 1.96
O4 3.60 -6.06 1.46
C6 3.88 -6.11 0.07
O5 3.69 -5.24 -0.80
O6 4.48 -7.33 -0.27
H5 4.58 -9.09 0.82
H6 5.88 -8.07 1.03
H7 4.19 -7.40 2.98
H8 2.82 -7.89 1.87
C7 -5.88 2.46 -0.86
C8 -4.67 1.74 -1.39
O7 -5.08 0.40 -1.42
C9 -6.42 0.33 -1.26
O8 -7.01 -0.72 -1.08
O9 -6.94 1.52 -1.00
H9 -6.08 3.37 -1.43
H10 -5.75 2.63 0.21
H11 -3.80 1.95 -0.76
H12 -4.43 2.09 -2.39
C10 0.15 -3.47 1.39
C11 0.02 -2.54 2.56
O10 -1.00 -3.19 3.27
C12 -1.72 -3.98 2.43
O11 -2.66 -4.66 2.75
O12 -1.12 -3.97 1.24
H13 0.95 -4.19 1.56
H14 0.43 -2.95 0.47
H15 -0.23 -1.54 2.21
H16 1.01 -2.40 3.00
C13 -2.00 1.76 3.55
O13 -2.67 1.17 2.45
C14 -3.45 0.20 2.65
O14 -3.83 -0.22 3.74
O15 -3.91 -0.24 1.48
C15 -4.86 -1.30 1.55
H17 -1.24 2.50 3.30
H18 -1.47 1.06 4.19
H19 -2.82 2.19 4.13
H20 -5.89 -0.95 1.58
H21 -4.64 -1.93 2.41
H22 -4.81 -1.84 0.61
C16 -2.96 5.04 1.89
O16 -2.70 4.48 0.66
C17 -1.44 4.56 0.15
O17 -0.49 5.28 0.57
O18 -1.46 3.82 -0.98
C18 -0.30 3.39 -1.78
H23 -2.18 5.73 2.22
H24 -2.98 4.33 2.72
H25 -3.95 5.46 2.06
H26 0.29 2.69 -1.19
H27 0.37 4.22 -1.98
H28 -0.72 3.12 -2.74
C19 4.54 5.08 -5.44
O19 4.76 4.16 -4.37
C20 4.18 2.95 -4.43
O20 3.81 2.39 -5.46
O21 4.26 2.37 -3.24
C21 3.80 1.02 -3.07
H29 5.53 5.43 -5.73
H30 4.03 6.00 -5.16
H31 4.11 4.58 -6.30
H32 4.27 0.35 -3.79
H33 2.77 0.92 -3.43
H34 3.82 0.66 -2.04
C22 -1.20 0.10 -0.56
O22 -0.82 -1.10 -1.15
C23 0.40 -1.29 -1.65
O23 1.28 -0.44 -1.61
O24 0.51 -2.55 -2.08
C24 1.72 -3.00 -2.71
H35 -2.27 0.29 -0.62
H36 -0.71 0.92 -1.09
H37 -0.98 0.06 0.50
H38 2.53 -3.10 -2.00
H39 2.10 -2.31 -3.46
H40 1.54 -3.92 -3.27

Properties
**2S+1**: 2
**Gap between HOMO and LUMO (spin up / spin down)**: 9.167 / 2.482 eV
**Calculated total energy**: -74663.517 eV
**Highest occupied orbital energy (spin up / spin down)**: -12.42 / -12.42 eV
**Total charge**: +1
**Max |F|**: 5.61 eV/Å

Here are the Mulliken charges for atoms 1 to 4, given in e: C -0.154; C -0.393; O -0.374; C 0.518